One molecule with the formula C16H17N3O4 in a non-equilibrium geometry, computed with the ωB97M-V functional and the def2-TZVPD basis.

Calculated values
- DFT total energy: -29526.379 eV
- LUMO energy: -0.0165 Eh
- HOMO level: -8.8 eV
- M: 315.3 g/mol
- Relative energy (zero: lowest compared OMol25 entry of this formula, charge and spin): 60.1 kcal/mol
- Orbital gap: 8.3 eV

```
! RIJCOSX wB97M-V def2-TZVPD def2/J DEFGRID3
* xyz 0 1
C -1.926 1.246 -0.889
O -0.564 1.296 -0.512
C -0.073 2.486 -0.038
C -0.875 3.521 0.425
C -0.299 4.689 0.896
C 1.075 4.838 0.904
C 1.874 3.807 0.441
C 1.322 2.629 -0.035
C 2.191 1.501 -0.508
C 2.560 0.579 0.673
N 3.020 -0.721 0.251
C 2.276 -1.807 -0.101
O 2.807 -2.847 -0.427
N 0.910 -1.613 -0.031
C -0.086 -2.568 -0.138
C 0.152 -3.909 -0.453
C -0.900 -4.804 -0.539
C -2.205 -4.399 -0.326
C -2.436 -3.065 -0.010
N -3.779 -2.602 0.210
O -3.943 -1.410 0.386
O -4.673 -3.421 0.201
C -1.395 -2.156 0.095
H -2.038 0.345 -1.492
H -2.588 1.178 -0.021
H -2.201 2.115 -1.492
H -1.949 3.421 0.433
H -0.935 5.483 1.255
H 1.522 5.750 1.267
H 2.949 3.918 0.438
H 3.103 1.891 -0.963
H 1.653 0.920 -1.260
H 1.695 0.463 1.333
H 3.352 1.043 1.264
H 4.008 -0.844 0.097
H 0.573 -0.670 0.108
H 1.166 -4.232 -0.625
H -0.695 -5.835 -0.783
H -3.036 -5.082 -0.399
H -1.613 -1.135 0.364
*
```

Atomic partial charges in e from the natural (NBO) method, atoms 1 to 8:
1 C -0.261
2 O -0.546
3 C 0.370
4 C -0.311
5 C -0.191
6 C -0.233
7 C -0.186
8 C -0.090


C16H17N8O2S2Ti as an isolated structure, computed with the ωB97M-V functional and the def2-TZVPD basis.

Calculated values
- DFT total energy: -77675.137 eV
- LUMO energy: 0.0856 Eh
- HOMO level: -4.9 eV
- M: 465.4 g/mol
- Relative energy (zero: lowest compared OMol25 entry of this formula, charge and spin): 0.0 kcal/mol
- Orbital gap: 7.2 eV

```
! RIJCOSX wB97M-V def2-TZVPD def2/J DEFGRID3
* xyz -1 1
Ti 0.015 0.254 0.478
S 1.016 -1.843 1.840
C 2.373 -1.108 1.132
N 2.204 -0.051 0.371
C 3.390 0.504 -0.065
C 3.521 1.624 -0.882
C 4.792 2.050 -1.223
C 5.927 1.374 -0.772
C 5.807 0.253 0.035
C 4.534 -0.170 0.384
S 4.060 -1.524 1.383
H 2.631 2.131 -1.232
H 4.907 2.922 -1.853
H 6.912 1.724 -1.053
H 6.683 -0.277 0.385
N 0.599 1.417 2.403
N -0.517 1.392 3.257
C -1.757 1.043 2.678
O -2.770 1.271 3.312
O -1.667 0.462 1.526
H 1.389 0.970 2.855
H 0.847 2.361 2.118
H -0.575 2.119 3.952
N -0.201 -0.292 -1.371
C -0.874 -1.064 -0.643
N -1.760 -2.062 -0.854
C -2.411 -2.131 -2.165
C -3.869 -1.709 -2.030
C -4.631 -2.691 -1.121
C -3.675 -3.413 -0.161
C -2.559 -2.491 0.303
H -2.345 -3.146 -2.572
H -1.859 -1.469 -2.830
H -4.341 -1.641 -3.012
H -3.882 -0.704 -1.600
H -5.163 -3.429 -1.727
H -5.389 -2.150 -0.549
H -3.234 -4.282 -0.656
H -4.215 -3.790 0.709
H -1.901 -3.005 1.006
H -2.974 -1.621 0.820
N 0.721 6.526 0.018
C 0.358 5.559 -0.508
N -0.076 4.510 -1.188
C -0.027 3.346 -0.653
N -0.013 2.252 -0.246
*
```

Atomic partial charges in e from the natural (NBO) method, atoms 1 to 8:
1 Ti 1.187
2 S -0.156
3 C -0.066
4 N -0.589
5 C 0.204
6 C -0.237
7 C -0.198
8 C -0.233


C16H18Br2N2O2PtSSe as an isolated structure, computed with the ωB97M-V functional and the def2-TZVPD basis.

Calculated values
- DFT total energy: -243470.203 eV
- LUMO energy (spin up / spin down): -0.0085 / -0.0509 Eh
- HOMO level (spin up / spin down): -7.6 / -7.6 eV
- M: 736.2 g/mol
- Relative energy (zero: lowest compared OMol25 entry of this formula, charge and spin): 21.6 kcal/mol
- Orbital gap (spin up / spin down): 7.4 / 6.2 eV

```
! RIJCOSX wB97M-V def2-TZVPD def2/J DEFGRID3
* xyz 0 3
Pt -0.593 1.652 0.829
Br -3.132 2.804 -3.533
C -1.287 2.901 -3.174
C -0.424 3.419 -4.157
C 0.924 3.485 -3.953
Br 2.034 4.218 -5.300
C 1.481 3.020 -2.738
C 2.859 2.972 -2.420
C 3.269 2.481 -1.214
C 2.309 2.041 -0.285
N 1.030 2.080 -0.557
C 0.591 2.540 -1.762
C -0.824 2.466 -1.949
O -1.567 1.990 -0.994
H -0.845 3.767 -5.090
H 3.580 3.323 -3.147
H 4.318 2.430 -0.958
H 2.590 1.657 0.688
Se -1.270 4.422 2.798
C -0.765 2.732 2.835
N -0.395 1.590 2.910
C 1.743 -4.115 2.335
C 1.474 -3.785 0.869
C 0.150 -3.061 0.645
S 0.118 -1.442 1.444
O -0.170 -0.481 0.274
C -1.389 -1.546 2.439
C -2.678 -1.278 1.669
C -3.153 -2.421 0.778
H 2.615 -4.762 2.437
H 0.892 -4.636 2.782
H 1.932 -3.215 2.922
H 1.451 -4.708 0.286
H 2.286 -3.176 0.465
H -0.686 -3.655 1.008
H -0.012 -2.816 -0.406
H -1.242 -0.799 3.219
H -1.368 -2.538 2.898
H -2.555 -0.382 1.060
H -3.440 -1.040 2.413
H -2.481 -2.576 -0.067
H -4.137 -2.197 0.366
H -3.233 -3.359 1.335
*
```

Atomic partial charges in e from the natural (NBO) method, atoms 1 to 8:
1 Pt 1.179
2 Br 0.076
3 C -0.200
4 C -0.205
5 C -0.117
6 Br 0.052
7 C -0.106
8 C -0.108


C16H18Br2NOPtS3 as an isolated structure, computed with the ωB97M-V functional and the def2-TZVPD basis.

Calculated values
- DFT total energy: -196231.170 eV
- LUMO energy: -0.4807 Eh
- HOMO level: -17.0 eV
- M: 691.4 g/mol
- Orbital gap: 3.9 eV

```
! RIJCOSX wB97M-V def2-TZVPD def2/J DEFGRID3
* xyz 3 1
Pt 0.052 0.112 0.564
C 2.653 1.550 -1.483
C 2.395 0.116 -1.771
C 3.182 -0.535 -2.734
C 2.988 -1.859 -3.037
C 1.992 -2.563 -2.344
C 1.690 -3.969 -2.550
Br 2.631 -4.944 -3.762
C 0.667 -4.641 -1.838
C -0.067 -3.997 -0.891
Br -1.394 -4.812 0.066
C 0.224 -2.566 -0.594
O -0.374 -1.974 0.295
C 1.247 -1.858 -1.406
N 1.413 -0.552 -1.130
H 2.385 2.155 -2.353
H 3.719 1.704 -1.310
H 2.102 1.903 -0.623
H 3.955 0.030 -3.239
H 3.606 -2.343 -3.782
H 0.485 -5.685 -2.058
C -3.350 0.309 2.040
C -2.331 0.218 3.168
S -0.545 0.176 2.740
C 0.115 1.788 3.258
C -0.367 2.877 2.332
S 0.007 2.381 0.594
C -1.507 2.849 -0.310
C -2.691 1.901 -0.231
S -3.610 1.955 1.334
H -4.307 0.031 2.485
H -3.157 -0.418 1.249
H -2.459 -0.706 3.733
H -2.439 1.052 3.863
H 1.198 1.657 3.217
H -0.157 1.960 4.300
H 0.145 3.823 2.508
H -1.445 3.016 2.396
H -1.176 2.988 -1.341
H -1.730 3.842 0.089
H -2.372 0.870 -0.401
H -3.373 2.159 -1.043
*
```

Atomic partial charges in e from the natural (NBO) method, atoms 1 to 8:
1 Pt 0.571
2 C -0.680
3 C 0.328
4 C -0.176
5 C -0.054
6 C -0.189
7 C 0.134
8 Br 0.478


C16H18BrCoS3 as an isolated structure in a non-equilibrium geometry, computed with the ωB97M-V functional and the def2-TZVPD basis.

Calculated values
- DFT total energy: -157052.010 eV
- LUMO energy (spin up / spin down): -0.0873 / -0.1152 Eh
- HOMO level (spin up / spin down): -10.7 / -10.8 eV
- M: 445.4 g/mol
- Orbital gap (spin up / spin down): 8.3 / 7.6 eV

```
! RIJCOSX wB97M-V def2-TZVPD def2/J DEFGRID3
* xyz 1 4
Co 7.856 10.300 6.345
C 6.768 12.969 4.622
C 5.928 12.847 5.873
S 6.775 12.296 7.290
C 7.977 13.688 7.462
C 9.353 13.550 6.699
S 9.837 11.758 6.635
C 10.422 11.447 4.915
C 9.424 11.888 3.753
S 7.665 11.402 4.141
H 7.567 13.651 4.933
H 6.149 13.381 3.822
H 5.129 12.172 5.622
H 5.388 13.801 6.043
H 8.149 13.760 8.528
H 7.328 14.544 7.087
H 10.096 14.084 7.255
H 9.358 13.826 5.663
H 10.515 10.365 4.878
H 11.440 11.864 4.780
H 9.786 11.386 2.855
H 9.499 12.937 3.585
Br 9.486 8.490 7.572
C 8.443 7.116 6.840
C 8.945 5.837 7.074
C 8.134 4.788 6.570
C 6.828 5.023 6.162
C 6.324 6.301 5.973
C 5.022 6.615 5.569
C 4.610 7.873 5.316
C 5.460 8.984 5.571
C 6.658 8.801 6.087
C 7.203 7.405 6.281
H 9.870 5.655 7.574
H 8.513 3.829 6.647
H 6.136 4.122 6.026
H 4.299 5.818 5.559
H 3.539 7.936 4.994
H 5.153 10.064 5.591
*
```

Atomic partial charges in e from the natural (NBO) method, atoms 1 to 8:
1 Co 1.095
2 C -0.504
3 C -0.600
4 S 0.282
5 C -0.542
6 C -0.517
7 S 0.187
8 C -0.531


C16H18BrN4O7Pt as an isolated structure, computed with the ωB97M-V functional and the def2-TZVPD basis.

Calculated values
- DFT total energy: -110461.911 eV
- LUMO energy: -0.1453 Eh
- HOMO level: -11.5 eV
- M: 653.3 g/mol
- Relative energy (zero: lowest compared OMol25 entry of this formula, charge and spin): 1.8 kcal/mol
- Orbital gap: 7.6 eV

```
! RIJCOSX wB97M-V def2-TZVPD def2/J DEFGRID3
* xyz 1 1
Pt -0.438 0.674 -0.956
O 0.446 2.559 -0.569
C 0.369 3.196 0.718
C -1.049 3.303 1.243
N -1.616 2.018 1.735
C -2.996 1.695 1.317
C -3.081 1.189 -0.144
O -3.961 0.414 -0.410
O -2.216 1.731 -0.959
C -0.973 1.275 2.538
C 0.730 -1.776 2.966
O 1.178 -1.305 3.923
O 0.246 -2.262 2.031
H 0.147 3.163 -1.261
H 1.012 2.602 1.361
H 0.784 4.200 0.631
H -1.078 4.004 2.079
H -1.717 3.653 0.461
H -3.400 0.941 1.986
H -3.580 2.610 1.418
H 0.021 1.545 2.865
H -1.419 0.365 2.919
C 4.039 -0.444 1.657
N 3.311 -0.587 0.399
C 3.901 -1.161 -0.702
C 3.270 -1.268 -1.876
C 1.917 -0.754 -2.014
O 1.267 -0.780 -3.041
N 1.371 -0.187 -0.852
C 2.025 -0.100 0.335
O 1.509 0.394 1.353
H 5.026 -0.881 1.533
H 3.519 -0.951 2.466
H 4.141 0.607 1.920
H 4.910 -1.516 -0.550
H 3.739 -1.715 -2.737
Br -3.085 -4.900 -3.307
C -2.366 -3.328 -2.587
C -2.798 -2.093 -3.037
C -2.241 -0.959 -2.484
N -1.293 -1.021 -1.539
C -0.883 -2.220 -1.100
C -1.400 -3.395 -1.594
H -3.554 -2.002 -3.802
H -2.558 0.029 -2.781
H -0.125 -2.219 -0.335
H -1.048 -4.342 -1.214
*
```

Atomic partial charges in e from the natural (NBO) method, atoms 1 to 8:
1 Pt 0.900
2 O -0.680
3 C -0.093
4 C -0.269
5 N -0.227
6 C -0.347
7 C 0.781
8 O -0.572


- Which of these has the lowest DFT total energy?
  C16H18Br2N2O2PtSSe